DFT (ωB97M-V/def2-TZVPD) results for a structure of composition C49H44GeN2O4OsPSTe.

Calculated values
2S+1	6
total charge	+2
energy relative to the best compared isomer or geometry (same formula, charge and spin)	0.0	kJ/mol
orbital gap (alpha / beta)	7.433 / 5.567	eV
HOMO energy (alpha / beta)	-12.35 / -13.24	eV

XYZ file:
```
104
Properties=species:S:1:pos:R:3:forces:R:3:lowdin_charge:R:1
Os -0.5931 -0.3354 0.0305 -0.2 0.1 0.4 1.218
O -0.0363 0.5284 2.6142 0.1 0.1 0.0 -0.442
S 0.4659 1.7519 2.0066 0.1 -0.1 0.1 0.606
O -0.0430 3.0141 2.4497 0.0 -0.1 0.0 -0.251
N 0.1315 1.5276 0.4122 -0.1 -0.1 -0.1 -0.289
C 0.0092 2.5763 -0.5207 0.0 0.0 -0.1 -0.265
C 0.3487 3.8949 -0.3386 -0.1 0.0 -0.1 -0.011
C 0.1801 4.8264 -1.3861 0.0 -0.1 0.0 -0.033
C -0.3302 4.4591 -2.5988 0.0 0.0 0.1 -0.008
C -0.7120 3.1145 -2.8164 0.0 0.0 0.0 -0.144
C -1.2454 2.6438 -4.0395 0.0 0.0 0.1 0.032
C -1.5816 1.3247 -4.1692 0.0 0.0 0.1 -0.008
C -1.3995 0.4700 -3.0696 -0.1 0.0 -0.1 -0.104
N -0.9096 0.8839 -1.9208 0.0 0.0 -0.2 -0.017
C -0.5485 2.1843 -1.7755 0.1 0.1 0.2 -0.206
C 2.2214 1.7257 2.1690 0.0 0.1 0.0 -0.267
C 2.9892 2.7701 1.6683 0.1 0.0 0.0 -0.033
C 4.3629 2.7463 1.8469 -0.1 0.0 0.0 -0.052
C 4.9595 1.6974 2.5328 0.0 0.1 0.0 -0.056
C 4.1857 0.6666 3.0386 0.0 0.0 0.0 -0.054
C 2.8106 0.6768 2.8569 0.0 -0.1 0.1 -0.076
H 0.7108 4.2514 0.6122 0.0 0.0 0.0 0.096
H 0.4642 5.8536 -1.2065 0.0 0.0 0.0 0.121
H -0.4509 5.1769 -3.3982 0.0 0.0 0.0 0.125
H -1.3763 3.3368 -4.8603 0.0 0.0 0.0 0.133
H -1.9770 0.9216 -5.0897 0.0 0.0 0.0 0.121
H -1.6620 -0.5788 -3.1461 0.0 0.0 0.0 0.114
H 2.5339 3.5990 1.1495 0.0 0.0 0.0 0.101
H 4.9661 3.5548 1.4593 0.0 0.0 0.0 0.122
H 6.0302 1.6919 2.6831 0.0 0.0 0.0 0.121
H 4.6511 -0.1375 3.5923 0.0 0.0 0.0 0.116
H 2.1900 -0.1028 3.2752 0.0 0.0 0.0 0.096
O -2.9829 -3.2690 -1.3225 -0.2 0.0 0.1 0.131
C -2.6923 -2.2904 -0.7008 0.2 -0.1 0.0 -0.638
O -1.4388 -2.1003 -0.2428 0.0 0.0 0.0 -0.405
C -3.7045 -1.2043 -0.3380 -0.2 -0.1 0.0 -0.192
P -2.9239 0.1947 0.5287 0.3 0.1 -0.2 1.019
C -3.4838 1.7735 -0.1362 -0.1 -0.1 0.1 -0.334
C -3.0175 2.9457 0.4640 0.1 0.1 0.0 -0.101
C -3.3543 4.1809 -0.0640 0.0 0.0 0.0 -0.047
C -4.1329 4.2627 -1.2086 0.0 0.0 0.0 -0.047
C -4.5820 3.1030 -1.8222 0.0 0.0 0.0 -0.055
C -4.2657 1.8635 -1.2895 0.0 0.0 0.1 -0.078
C -3.3048 -0.0061 2.2854 -0.1 -0.2 0.0 -0.336
C -3.5057 -1.3032 2.7748 0.1 0.0 0.0 -0.149
C -3.6843 -1.5262 4.1337 0.0 0.0 0.0 -0.079
C -3.6627 -0.4572 5.0197 0.0 0.0 0.0 -0.048
C -3.4698 0.8292 4.5398 0.0 0.0 0.0 -0.036
C -3.2862 1.0565 3.1839 0.0 0.1 0.0 -0.063
H -4.4778 -1.6653 0.2824 0.0 0.1 -0.1 0.111
H -4.2201 -0.8954 -1.2455 0.1 0.1 0.0 0.095
H -2.3645 2.9175 1.3298 0.0 0.0 -0.2 0.080
H -2.9957 5.0792 0.4192 0.0 0.0 0.0 0.122
H -4.3939 5.2282 -1.6185 0.0 0.0 0.0 0.118
H -5.1993 3.1581 -2.7084 0.0 0.0 0.0 0.118
H -4.6556 0.9867 -1.7845 0.0 -0.1 0.0 0.097
H -3.5436 -2.1568 2.1070 0.0 0.0 0.0 0.092
H -3.8736 -2.5296 4.4932 0.0 0.0 0.0 0.116
H -3.8182 -0.6250 6.0767 0.0 0.0 0.0 0.119
H -3.4679 1.6689 5.2199 0.0 0.0 0.0 0.122
H -3.1366 2.0739 2.8476 -0.1 -0.1 0.1 0.095
C -0.7340 -4.6805 2.4312 0.0 -0.1 0.1 -0.332
Te -0.3308 -2.6318 2.6946 0.0 0.2 0.0 1.619
C 0.0911 -2.6879 4.7611 0.0 -0.1 0.0 -0.336
H -1.6306 -4.9285 2.9971 0.0 0.0 0.0 0.029
H 0.1168 -5.2540 2.7931 0.0 0.0 0.0 0.021
H -0.8873 -4.8474 1.3684 0.0 0.0 0.0 0.020
H 1.1100 -3.0419 4.9003 0.0 0.0 0.0 0.021
H -0.6112 -3.3638 5.2424 0.0 0.0 0.0 0.027
H -0.0201 -1.6771 5.1423 0.0 0.0 0.0 0.019
C 4.8455 1.9697 -1.5948 0.0 0.0 0.0 -0.064
C 5.0432 0.8623 -0.7846 0.0 0.0 -0.1 -0.077
C 4.0527 -0.1009 -0.6662 0.1 -0.1 0.1 -0.095
C 2.8522 0.0272 -1.3630 0.0 0.0 0.0 -0.301
C 2.6700 1.1474 -2.1763 -0.1 0.0 0.0 -0.126
C 3.6555 2.1115 -2.2932 0.0 0.1 0.0 -0.058
Ge 1.4737 -1.3313 -1.2942 0.2 0.1 -0.1 1.020
C 1.8974 -2.8026 -0.0821 0.0 0.0 0.0 -0.327
C 1.6336 -4.1224 -0.4429 -0.1 0.0 0.0 -0.078
C 1.9870 -5.1719 0.3982 0.0 0.0 0.0 -0.061
C 2.6051 -4.9182 1.6131 0.1 0.0 0.0 -0.081
C 2.8689 -3.6070 1.9934 0.0 0.0 0.0 -0.103
C 2.5126 -2.5579 1.1514 -0.1 0.1 0.0 -0.202
C 0.8794 -1.9118 -3.0372 0.0 0.0 0.0 -0.319
C 1.4871 -1.3967 -4.1819 0.1 0.1 0.0 -0.100
C 1.0450 -1.7668 -5.4432 0.0 0.0 0.0 -0.062
C -0.0108 -2.6556 -5.5769 0.0 0.0 0.0 -0.058
C -0.6160 -3.1882 -4.4453 0.0 0.0 -0.1 -0.060
C -0.1718 -2.8215 -3.1858 -0.1 0.0 0.2 -0.139
H 5.6240 2.7138 -1.6942 0.0 0.0 0.0 0.115
H 5.9759 0.7409 -0.2517 0.0 0.0 0.0 0.114
H 4.2452 -0.9689 -0.0480 0.0 0.0 0.0 0.094
H 1.7636 1.2592 -2.7548 -0.1 0.0 0.0 0.090
H 3.5048 2.9643 -2.9419 0.0 0.0 0.0 0.113
H 1.1674 -4.3447 -1.3944 0.0 0.0 0.0 0.103
H 1.7954 -6.1916 0.0928 0.0 0.0 0.0 0.122
H 2.9001 -5.7393 2.2524 0.0 0.0 0.0 0.120
H 3.3779 -3.4046 2.9276 0.0 0.0 0.0 0.115
H 2.7291 -1.5397 1.4509 0.0 0.0 0.0 0.070
H 2.3174 -0.7055 -4.0991 0.0 0.0 0.0 0.096
H 1.5307 -1.3663 -6.3224 0.0 0.0 0.0 0.113
H -0.3540 -2.9441 -6.5608 0.0 0.0 0.0 0.114
H -1.4319 -3.8912 -4.5424 0.0 0.0 0.0 0.116
H -0.6670 -3.2429 -2.3188 0.0 0.0 0.0 0.075
```
Forces are in eV/Å.



DFT (ωB97M-V/def2-TZVPD) results for a cluster of 2 separate species, C4H4O in total in a non-equilibrium geometry.

Calculated values
energy relative to the best compared isomer or geometry (same formula, charge and spin)	377.4	kJ/mol
orbital gap	9.294	eV
HOMO energy	-9.47	eV

XYZ file:
```
9
Properties=species:S:1:pos:R:3:forces:R:3:lowdin_charge:R:1
C -1.1541 1.7362 0.8298 0.1 -0.2 -0.1 0.136
C -0.7943 0.7036 0.3249 0.1 0.8 -0.8 -0.141
C -0.3202 -0.5032 -0.2875 1.0 -0.3 -2.4 -0.124
C 1.0981 -0.8239 -0.2756 1.0 -1.1 4.5 -0.432
O 1.5061 -1.9520 -0.0120 0.2 0.5 -1.3 -0.009
H -1.4832 2.6584 1.2677 0.1 -0.3 -0.1 0.038
H -0.9718 -1.3712 -0.1689 0.2 0.1 -0.5 0.127
H 1.7530 0.0508 -0.0734 0.0 0.0 -1.0 0.137
H 0.3664 -0.4985 -1.6051 -2.7 0.6 1.7 0.268
```
Forces are in eV/Å.



DFT (ωB97M-V/def2-TZVPD) results for the molecule C18H18F3N5O3 in a non-equilibrium geometry.

Calculated values
SMILES	COCCOc1nc(C(F)(F)F)ccc1CNC(=O)Nc1cccc2[nH]ncc12
orbital gap	7.993	eV
HOMO energy	-8.19	eV

XYZ file:
```
47
Properties=species:S:1:pos:R:3:forces:R:3:lowdin_charge:R:1
O -3.1906 -1.0810 0.1155 -1.1 -1.0 -1.0 0.054
F 1.2855 5.6410 -1.3762 -2.5 -0.1 -0.8 0.092
F -0.0607 4.7394 -2.9141 0.2 0.4 1.0 0.138
F -0.9511 6.2797 -1.6186 2.2 -1.4 -0.1 0.073
N 1.8937 -4.3641 1.8722 0.6 0.0 -1.9 0.064
N 0.4616 3.3925 0.0767 0.6 0.9 -1.1 0.185
O 1.0349 1.5837 1.5103 -0.8 0.5 0.4 -0.014
O 2.0301 -0.4583 -0.5483 -1.4 -1.6 -0.9 -0.172
C -2.3233 -0.8082 0.9018 0.4 -0.2 -1.8 -0.501
C 1.0079 -3.4149 1.7604 0.4 1.4 2.5 -0.119
C 0.1609 2.4964 1.0080 -3.5 0.4 -0.9 -0.255
C -0.4254 4.2061 -0.5862 -2.3 -2.4 3.0 -0.116
C -1.8273 4.1029 -0.2271 2.2 0.1 -0.8 0.006
C -0.7339 -3.9881 -1.9032 0.6 -0.8 -2.2 -0.102
C 0.2885 -4.8044 -1.4425 0.6 -0.4 -0.2 -0.033
C -1.2181 -2.9260 -1.1781 -1.0 1.4 0.6 -0.048
C -2.2291 3.1781 0.7468 2.5 -0.6 1.2 0.006
C 0.2474 -3.4910 0.6011 0.2 -0.4 0.0 -0.186
C 0.7513 -4.5181 -0.1594 2.4 -1.1 0.9 -0.180
C -0.7401 -2.7173 0.1122 -2.5 3.4 -0.8 -0.173
C -1.2356 2.3460 1.4133 -0.4 0.6 -1.0 -0.031
N 1.8629 -4.9755 0.6211 -1.1 -1.5 -1.1 0.023
N -1.0917 -1.5162 0.8504 -0.7 0.9 1.4 0.174
N -2.6071 0.2944 1.7035 -1.2 0.4 -0.8 0.046
C 1.4075 -0.7978 -1.8353 -2.2 -0.6 0.7 -0.069
C -0.0224 5.2149 -1.6495 0.7 0.7 0.5 -0.452
C -1.6810 1.1711 2.3193 -0.6 1.5 1.3 -0.171
C 2.3162 1.5838 0.9708 2.3 -0.9 -1.4 -0.166
C 2.4257 0.8591 -0.4232 1.8 1.8 -0.5 -0.226
H 0.9668 -2.5336 2.4626 0.1 -1.6 -0.3 0.133
H -2.5020 4.7493 -0.7772 -0.2 -0.2 0.4 0.109
H -1.0346 -4.0943 -2.9836 0.1 0.0 1.3 0.127
H 0.8103 -5.5337 -2.0858 -0.6 0.4 0.4 0.115
H -1.9049 -2.1746 -1.6266 0.5 -0.9 0.5 0.127
H -3.2555 3.1756 1.1163 0.2 -0.2 -0.3 0.115
H 2.3855 -5.8561 0.3786 -0.8 1.5 1.0 0.169
H -0.5027 -1.2836 1.6334 0.4 -0.3 -0.2 0.102
H -3.4546 0.8181 1.3078 1.7 -1.7 0.7 0.170
H 1.2192 -1.8915 -1.9850 0.8 0.7 1.0 0.081
H 1.9331 -0.4954 -2.7016 1.2 0.7 -0.6 0.061
H 0.3352 -0.4155 -2.0224 1.4 0.1 1.0 0.111
H -0.8586 0.6116 2.6370 1.7 -0.8 0.2 0.083
H -2.1350 1.4269 3.3287 0.4 0.6 -1.2 0.146
H 2.6243 2.6066 0.7968 0.0 0.3 -0.4 0.109
H 3.1389 1.2210 1.6388 -1.5 -0.3 0.1 0.139
H 1.8461 1.4839 -1.0993 0.0 0.1 -0.3 0.100
H 3.5521 0.9571 -0.7402 -1.8 0.0 0.5 0.156
```
Forces are in eV/Å.